Entry from the Open Molecules 2025 dataset: 2 unconnected molecules or ions with the total composition C3H9S (wB97M-V/def2-TZVPD).

Calculated values
HOMO energy ... -2.0 eV
Relative energy (zero: lowest compared OMol25 entry of this formula, charge and spin) ... 12.76 kcal/mol
HOMO-LUMO gap ... 6.282 eV
E ... -517.8936 hartree
Max |F| ... 0.96 eV Å⁻¹
LUMO level ... 4.24 eV

ORCA input file:
```
! RIJCOSX wB97M-V def2-TZVPD def2/J DEFGRID3
* xyz -1 1
C -0.85628 -2.12149 -0.43436
C -1.66462 -0.85562 -0.20441
H -1.20748 -2.90131 0.24575
H -0.86211 -2.50001 -1.45130
H 0.17421 -1.95515 -0.11614
H -2.73322 -1.00052 -0.33657
H -1.26775 -0.00047 -0.73924
H -1.54174 -0.58511 0.85229
C 2.01143 2.51514 0.39051
S 1.45083 0.83779 0.88062
H 1.19307 3.19296 0.14783
H 2.71064 2.42331 -0.44080
H 2.59302 2.95047 1.20582
*
```

These are the Löwdin partial charges, in e, on atoms 1 to 6: C -0.194; C -0.214; H 0.050; H 0.047; H 0.038; H 0.043



Entry from the Open Molecules 2025 dataset: 2 unconnected molecules or ions with the total composition C3H9S2 (wB97M-V/def2-TZVPD).

Calculated values
HOMO energy ... -2.5 eV
Relative energy (zero: lowest compared OMol25 entry of this formula, charge and spin) ... 46.26 kcal/mol
HOMO-LUMO gap ... 5.550 eV
E ... -916.0409 hartree
Max |F| ... 2.72 eV Å⁻¹
LUMO level ... 3.05 eV

ORCA input file:
```
! RIJCOSX wB97M-V def2-TZVPD def2/J DEFGRID3
* xyz -1 1
C 0.40953 -2.09332 1.11635
S 1.32400 -3.49856 2.03741
H 1.13759 -2.05174 0.34632
H 0.66589 -1.14135 1.56493
H -0.66387 -2.34466 1.10059
C -0.52810 2.16827 -1.98712
C -0.55605 1.36317 -0.48491
S 0.78692 1.76716 0.69316
H -0.34389 3.29775 -1.87532
H 0.30797 1.68662 -2.55621
H -1.60384 1.96629 -2.49232
H -0.41330 0.27837 -0.63297
H -1.66176 1.54506 -0.17487
H 1.13892 -2.94306 3.34496
*
```

These are the Löwdin partial charges, in e, on atoms 1 to 6: C -0.443; S 0.487; H -0.017; H -0.024; H 0.033; C -0.219



Entry from the Open Molecules 2025 dataset: 2 unconnected molecules or ions with the total composition C3H9S3 (wB97M-V/def2-TZVPD).

Calculated values
HOMO energy ... -2.5 eV
Relative energy (zero: lowest compared OMol25 entry of this formula, charge and spin) ... 8.54 kcal/mol
HOMO-LUMO gap ... 5.233 eV
E ... -1314.2897 hartree
Max |F| ... 0.50 eV Å⁻¹
LUMO level ... 2.68 eV

ORCA input file:
```
! RIJCOSX wB97M-V def2-TZVPD def2/J DEFGRID3
* xyz -1 1
C 1.93329 -0.96573 2.19387
C 0.61200 -0.71794 1.46214
S -0.28149 0.73888 2.09618
H 1.74684 -1.38175 3.18414
H 2.43160 -0.00981 2.32077
H 2.59724 -1.65840 1.67014
H -0.02446 -1.60237 1.52375
H 0.81500 -0.60082 0.38929
C -1.61760 1.07037 -1.17132
S -0.28200 1.27125 -2.37563
S -1.21489 1.05575 -4.20118
H -2.40165 1.78719 -1.38957
H -1.12401 1.23535 -0.20295
H -2.01751 0.06088 -1.18431
H -1.17237 -0.28285 -4.31531
*
```

These are the Löwdin partial charges, in e, on atoms 1 to 6: C -0.251; C -0.830; S 0.131; H 0.046; H 0.033; H 0.043



Entry from the Open Molecules 2025 dataset: a molecular structure, C3HAgO2 (wB97M-V/def2-TZVPD).

Calculated values
HOMO energy (spin up / spin down) ... -15.6 / -15.5 eV
Relative energy (zero: lowest compared OMol25 entry of this formula, charge and spin) ... 0.00 kcal/mol
HOMO-LUMO gap (spin up / spin down) ... 10.196 / 7.632 eV
E ... -411.9505 hartree
Max |F| ... 7.22 eV Å⁻¹
LUMO level (spin up / spin down) ... -5.40 / -7.85 eV

ORCA input file:
```
! RIJCOSX wB97M-V def2-TZVPD def2/J DEFGRID3
* xyz 1 2
H -1.76503 0.28016 1.48780
C -0.11437 1.03985 0.88545
C -1.00186 0.10556 0.67151
O 0.69571 1.84512 0.55519
Ag -0.52470 -1.78193 -0.02326
O 0.93794 -1.05254 -1.54259
C 1.77231 -0.43623 -2.03410
*
```

These are the Löwdin partial charges, in e, on atoms 1 to 6: H 0.100; C -0.195; C -0.025; O 0.248; Ag 0.830; O -0.089



Entry from the Open Molecules 2025 dataset: a molecular structure, C3HBeFO (wB97M-V/def2-TZVPD).

Calculated values
HOMO energy ... -9.6 eV
HOMO-LUMO gap ... 8.888 eV
E ... -304.7357 hartree
Max |F| ... 9.59 eV Å⁻¹
LUMO level ... -0.70 eV

ORCA input file:
```
! RIJCOSX wB97M-V def2-TZVPD def2/J DEFGRID3
* xyz 0 1
O -2.17621 1.05530 0.05682
C -1.21423 0.29809 -0.01334
C -0.65109 -0.96627 -0.12817
C 0.21176 0.08308 0.05383
H -0.59647 -2.05373 0.01734
F 2.88347 1.03064 -0.00480
Be 1.54277 0.55290 0.01833
*
```

These are the Löwdin partial charges, in e, on atoms 1 to 6: O 0.052; C -0.429; C 0.103; C -0.053; H 0.120; F -0.237



Entry from the Open Molecules 2025 dataset: 2 unconnected molecules or ions with the total composition C3HBrCl2FO2 (wB97M-V/def2-TZVPD).

Calculated values
HOMO energy (spin up / spin down) ... -5.2 / -5.2 eV
Relative energy (zero: lowest compared OMol25 entry of this formula, charge and spin) ... 33.80 kcal/mol
HOMO-LUMO gap (spin up / spin down) ... 6.854 / 6.852 eV
E ... -3859.6587 hartree
Max |F| ... 2.97 eV Å⁻¹
LUMO level (spin up / spin down) ... 1.67 / 1.67 eV

ORCA input file:
```
! RIJCOSX wB97M-V def2-TZVPD def2/J DEFGRID3
* xyz -1 1
C 1.15684 0.10582 -1.96164
C 0.52841 -0.55214 0.64777
C 1.49617 0.01487 -0.36103
O 1.85362 -0.36418 -2.80180
O 0.05164 0.76419 -1.83104
F 0.94844 -0.70624 1.96218
Cl 0.03092 -2.08914 0.09280
Cl 3.18776 -2.24750 0.48738
Br 2.50366 1.51794 0.20541
H -0.30727 0.04465 0.88943
*
```

These are the Löwdin partial charges, in e, on atoms 1 to 6: C -0.752; C -0.886; C -0.531; O 0.076; O -0.030; F -0.115



Entry from the Open Molecules 2025 dataset: 2 unconnected molecules or ions with the total composition C3HCl2NO (wB97M-V/def2-TZVPD).

Calculated values
HOMO energy ... -9.7 eV
Structure (SMILES) ... [O-][N+]#CCl.C#CCl
Relative energy (zero: lowest compared OMol25 entry of this formula, charge and spin) ... 117.48 kcal/mol
HOMO-LUMO gap ... 10.016 eV
E ... -1165.0752 hartree
Max |F| ... 4.01 eV Å⁻¹
LUMO level ... 0.28 eV

ORCA input file:
```
! RIJCOSX wB97M-V def2-TZVPD def2/J DEFGRID3
* xyz 0 1
O -2.20600 -2.13202 0.52853
N -1.87359 -1.04112 0.74352
C -1.39961 -0.06111 1.14382
Cl -0.98759 1.49995 1.54128
C 1.68410 0.05464 -0.31369
C 1.62850 0.42872 -1.45295
Cl 1.31526 1.02952 -2.90015
H 1.83893 0.22141 0.70964
*
```

These are the Löwdin partial charges, in e, on atoms 1 to 6: O 0.049; N -0.209; C -0.547; Cl 0.713; C 0.005; C -0.771



Entry from the Open Molecules 2025 dataset: C3HClN2 in the gas phase (wB97M-V/def2-TZVPD).

Calculated values
HOMO energy ... -12.4 eV
Structure (SMILES) ... N#CC(Cl)C#N
Relative energy (zero: lowest compared OMol25 entry of this formula, charge and spin) ... 0.00 kcal/mol
HOMO-LUMO gap ... 11.804 eV
E ... -684.5658 hartree
Max |F| ... 4.43 eV Å⁻¹
LUMO level ... -0.57 eV

ORCA input file:
```
! RIJCOSX wB97M-V def2-TZVPD def2/J DEFGRID3
* xyz 0 1
N 1.06280 2.29875 -0.25088
C 0.59867 1.27011 0.11084
C -0.00493 -0.04276 0.57186
Cl -1.68907 -0.23390 -0.16248
C 0.90610 -1.13703 0.16352
N 1.76788 -1.79467 -0.31554
H -0.09970 -0.09418 1.64980
*
```

These are the Löwdin partial charges, in e, on atoms 1 to 6: N 0.170; C -0.215; C -0.611; Cl 0.605; C -0.230; N 0.180



Entry from the Open Molecules 2025 dataset: a molecular structure, C3HClO4P (wB97M-V/def2-TZVPD).

Calculated values
HOMO energy ... -4.8 eV
Relative energy (zero: lowest compared OMol25 entry of this formula, charge and spin) ... 15.82 kcal/mol
HOMO-LUMO gap ... 8.377 eV
E ... -1217.4920 hartree
Max |F| ... 3.17 eV Å⁻¹
LUMO level ... 3.60 eV

ORCA input file:
```
! RIJCOSX wB97M-V def2-TZVPD def2/J DEFGRID3
* xyz -1 1
C 3.40958 -1.83690 -1.51935
C 0.94078 1.11064 -0.56576
C 1.27139 0.00674 -1.02753
O 3.25705 -2.76899 -2.19790
O 4.01834 -1.03728 -0.92743
O 2.41748 -0.83287 -4.50105
O 1.66080 -1.14366 -1.44646
P 1.29545 -1.42611 -3.79693
Cl -0.10379 0.00077 -3.95239
H 0.59720 2.01409 -0.91915
*
```

These are the Löwdin partial charges, in e, on atoms 1 to 6: C -0.611; C 0.011; C -0.408; O 0.083; O 0.143; O -0.533



Entry from the Open Molecules 2025 dataset: a molecular structure, C3HCuO2 (wB97M-V/def2-TZVPD).

Calculated values
HOMO energy (spin up / spin down) ... -7.8 / -9.5 eV
Relative energy (zero: lowest compared OMol25 entry of this formula, charge and spin) ... 0.70 kcal/mol
HOMO-LUMO gap (spin up / spin down) ... 7.526 / 5.708 eV
E ... -1905.6208 hartree
Max |F| ... 3.22 eV Å⁻¹
LUMO level (spin up / spin down) ... -0.31 / -3.78 eV

ORCA input file:
```
! RIJCOSX wB97M-V def2-TZVPD def2/J DEFGRID3
* xyz 0 3
C 0.11196 -1.90670 0.41936
C -0.51469 -1.00003 -0.10315
O -0.75105 0.17260 -0.60914
C 0.12093 1.34019 -0.16358
O 0.98989 1.03362 0.59574
H 0.76954 -2.68838 0.75004
Cu -0.72659 3.04870 -0.88928
*
```

These are the Löwdin partial charges, in e, on atoms 1 to 6: C 0.126; C -0.274; O -0.110; C -0.371; O 0.059; H 0.033



- Among the records above, which one has the lowest E?
  C3HBrCl2FO2



- max |F| of number 5 (C3HBeFO)?
  9.59 eV Å⁻¹



- Which of these has the lowest max |F|?
  C3H9S3



What did the tenth record say?
Entry from the Open Molecules 2025 dataset: a molecular structure, C3HCuO2 (wB97M-V/def2-TZVPD).

Calculated values
HOMO energy (spin up / spin down) ... -7.8 / -9.5 eV
Relative energy (zero: lowest compared OMol25 entry of this formula, charge and spin) ... 0.70 kcal/mol
HOMO-LUMO gap (spin up / spin down) ... 7.526 / 5.708 eV
E ... -1905.6208 hartree
Max |F| ... 3.22 eV Å⁻¹
LUMO level (spin up / spin down) ... -0.31 / -3.78 eV

ORCA input file:
```
! RIJCOSX wB97M-V def2-TZVPD def2/J DEFGRID3
* xyz 0 3
C 0.11196 -1.90670 0.41936
C -0.51469 -1.00003 -0.10315
O -0.75105 0.17260 -0.60914
C 0.12093 1.34019 -0.16358
O 0.98989 1.03362 0.59574
H 0.76954 -2.68838 0.75004
Cu -0.72659 3.04870 -0.88928
*
```

These are the Löwdin partial charges, in e, on atoms 1 to 6: C 0.126; C -0.274; O -0.110; C -0.371; O 0.059; H 0.033